[1]
Below is a single C18H16F2N4O4S molecule in a non-equilibrium geometry, with properties calculated with ωB97M-V/def2-TZVPD.

Atoms and positions in Å:
O: -0.7600 0.1610 -0.7011
H: 1.5411 -6.3663 -3.3860
N: 0.1178 2.1884 0.6844
H: 0.8331 -1.0796 -0.8499
H: 1.4649 2.8406 -0.4575
C: 1.6467 2.3652 0.3106
C: 0.3613 1.3282 1.9552
H: -0.7982 1.0039 2.2955
C: -4.8204 1.5158 0.5565
N: -1.7959 4.3711 1.0990
C: 0.5968 -3.3736 -1.6639
H: 1.8005 0.6699 -1.0683
C: -3.7391 3.7491 1.4281
F: -0.5920 -5.2013 -2.5270
C: 2.4747 -1.2042 0.3779
N: 1.4957 -1.5841 -0.6483
C: 2.8054 -4.6596 -2.6305
C: 0.5379 -4.7623 -2.2069
C: -5.0152 2.7894 1.3630
C: 1.7416 -5.4160 -2.5560
O: 3.4064 -2.0360 0.8128
O: -2.4941 5.1931 1.6758
S: -0.8359 1.5037 -0.3448
C: 2.3718 1.1854 -0.1008
H: -3.1423 0.2187 -0.0977
H: 1.1465 -0.4164 2.5347
H: 2.1599 2.9394 1.2150
H: -0.5650 -3.1361 -1.2262
C: -2.6809 3.2829 0.7759
H: 3.4315 1.3092 -0.4595
N: -3.9567 4.8640 1.7527
C: 2.3122 -0.0390 1.0209
O: -0.6470 2.1875 -1.5232
H: 3.0817 0.2055 1.4979
H: 3.5913 -5.2403 -2.9249
H: -5.5330 0.7544 0.8051
H: 0.1881 -0.7873 1.4338
C: -3.4462 1.0094 0.4334
C: -2.4743 1.9437 0.3289
F: 4.0160 -2.7685 -1.7257
C: 2.8390 -3.4846 -1.9520
C: 0.7480 -0.1139 1.7096
H: -5.8682 3.0473 1.6258
C: 1.6563 -2.8181 -1.3400
H: 0.7984 1.8600 2.6979

Computed properties:
molar mass	422.4	g mol⁻¹
SMILES	O=C(Nc1cc(F)ccc1F)C1CCN(S(=O)(=O)c2cccc3nonc23)CC1
LUMO energy	-1.4	eV

Here are the Mulliken charges for atoms 1 to 5, given in e: O -0.782; H 0.208; N 0.042; H 0.375; H 0.967


[2]
Below is a single C4H6O2 molecule, with properties calculated with ωB97M-V/def2-TZVPD.

Atoms and positions in Å:
C: 0.7099 -0.4611 -1.5824
C: -1.7949 0.1145 1.9062
H: 0.1073 0.2709 -2.1208
C: 0.0848 0.6677 0.6085
H: 0.8374 -1.4218 -2.0768
C: 0.8221 -0.3942 -0.1286
H: -2.8202 -0.1346 1.5630
O: -1.2343 0.1462 0.7392
H: -0.0390 1.5701 0.0035
O: 1.8826 0.0383 -0.9418
H: 0.9449 -1.3189 0.4382
H: 0.4995 0.9228 1.5917

Computed properties:
molar mass	86.1	g mol⁻¹
LUMO energy	0.7	eV
energy relative to the best compared isomer or geometry (same formula, charge and spin)	4.9103	eV

Here are the Mulliken charges for atoms 1 to 5, given in e: C -0.382; C -0.379; H 0.209; C -0.513; H 0.265


[3]
Below is a gas-phase ion, C6H11IN2S (charge +2) in a non-equilibrium geometry, with properties calculated with ωB97M-V/def2-TZVPD.

Atoms and positions in Å:
C: 0.3239 -1.5063 1.1059
C: -1.5684 1.4097 -0.1459
C: 0.6915 0.7455 0.1242
N: -0.1192 -0.5157 0.0356
H: -0.8776 -1.4018 -1.6369
H: 1.2607 -2.0320 0.8967
H: -1.8208 1.5976 -1.2111
H: -1.9330 -0.2066 1.2659
C: -1.5543 -0.0488 0.2242
H: -2.2916 1.9839 0.3422
C: 0.1177 -1.1576 -1.2837
H: 0.3228 -1.2036 2.1728
C: -0.1504 1.8468 0.0186
H: 0.7847 -2.0486 -1.1105
H: -2.2340 -0.5353 -0.4901
I: 3.6598 -0.3784 0.0919
N: 2.0770 0.9656 0.2535
H: 2.5717 1.9293 0.0870
H: -0.2280 -2.4591 1.1537
S: 0.2585 3.4437 -0.0068
H: 0.7090 -0.4285 -1.8872

Computed properties:
total charge	+2
molar mass	270.1	g mol⁻¹
SMILES	C[N+]1(C)CCC(=S)/C1=[NH+]/I
LUMO energy (spin up / spin down)	-11.1 / -11.1	eV
energy relative to the best compared isomer or geometry (same formula, charge and spin)	0.1720	eV

Here are the Mulliken charges for atoms 1 to 5, given in e: C -1.124; C -0.591; C 0.748; N 0.367; H 0.288


[4]
Below is a molecular structure, C5H6AuO2 in a non-equilibrium geometry, with properties calculated with ωB97M-V/def2-TZVPD.

Atoms and positions in Å:
H: -0.9322 -1.2889 -1.4953
H: 3.2663 -0.6560 0.8391
H: -0.7007 -1.6026 1.5716
H: -2.8963 -0.5070 0.7431
H: 0.4058 -2.3322 0.2570
C: -0.4361 -1.6825 0.5114
C: -1.2147 -1.1323 -0.4482
Au: 0.5783 0.4308 0.3477
O: -0.8974 1.5690 0.2191
C: -2.3840 -0.2491 -0.2001
H: -3.1307 -0.3379 -1.0001
O: 3.3966 -0.1232 0.0376
C: 2.2991 0.2664 -0.5661
C: -2.1040 1.2860 -0.0151

Computed properties:
total charge	+1
molar mass	295.1	g mol⁻¹
2S+1	3
LUMO energy (spin up / spin down)	-4.7 / -6.4	eV

Here are the Mulliken charges for atoms 1 to 5, given in e: H 0.347; H 0.380; H 0.356; H 0.320; H 0.406


[5]
Below is 2 unconnected molecules or ions with the total composition C3H8FOP in a non-equilibrium geometry, with properties calculated with ωB97M-V/def2-TZVPD.

Atoms and positions in Å:
H: 0.3713 2.0541 0.5126
H: -1.9587 -1.6191 1.5433
H: -1.1248 -1.6004 -0.0245
O: 1.8395 0.5785 0.6261
C: -2.0032 -1.2597 0.5215
H: 2.0408 1.8737 -0.9801
P: -2.0462 0.5930 0.5263
H: 3.3928 0.7642 -0.6224
H: 1.9136 0.1429 -1.3928
C: 2.3083 0.8585 -0.6625
F: -2.0239 0.7348 -1.1051
H: -2.8983 -1.6506 0.0356
H: 0.3982 0.9857 1.9893
C: 0.5228 1.0612 0.9198

Computed properties:
molar mass	110.1	g mol⁻¹
2S+1	3
LUMO energy (spin up / spin down)	1.0 / -1.2	eV
energy relative to the best compared isomer or geometry (same formula, charge and spin)	0.0000	eV

Here are the Mulliken charges for atoms 1 to 5, given in e: H 0.423; H 0.335; H 0.259; O -0.316; C -0.862


[6]
Below is a molecular structure, C17H21BCaN6 in a non-equilibrium geometry, with properties calculated with ωB97M-V/def2-TZVPD.

Atoms and positions in Å:
H: -0.0281 3.1667 0.8214
H: -0.7905 0.5266 -5.5370
N: 0.2866 1.8442 -0.8180
H: 1.0422 3.5880 -3.3878
N: -0.6673 0.2028 -3.4830
H: -0.3649 2.4995 5.9891
N: 1.6805 -0.3396 -2.6186
C: 0.2278 3.0719 -0.2343
H: -2.9881 -0.9098 6.3834
C: -2.1496 -2.8870 1.5566
H: -2.3247 -1.7027 4.1213
N: 1.5583 -0.8051 -1.2985
C: 0.5353 4.0177 -1.2217
H: 1.1981 1.2055 -4.1605
C: -0.5115 -0.4744 2.5422
C: -2.6382 -0.6768 -3.0783
C: -2.2686 -0.3293 5.7958
C: 0.7802 3.3098 -2.4013
C: -1.8988 -0.7828 4.5385
N: -1.4735 -0.3196 -2.4626
C: -0.9279 -0.0732 3.7816
H: -2.8220 -3.2716 0.8025
H: -1.1657 -3.2536 1.3854
H: -2.4692 -3.1920 2.5455
C: -0.4177 1.1588 4.3080
C: -1.7233 0.8499 6.3328
H: 4.0359 -2.5507 -2.4607
H: -3.4760 -1.1116 -2.5529
C: 3.2358 -1.8961 -2.2894
Ca: -0.1590 -0.2722 0.0098
B: 0.7510 0.7957 -3.1598
N: 0.6215 2.0079 -2.1656
H: 2.9169 -0.7436 -4.2182
H: -2.0145 1.1876 7.3296
C: 2.6863 -0.9902 -3.2074
C: 2.5067 -1.7518 -1.1010
H: 0.5683 5.0530 -1.0965
H: -0.6437 0.3082 1.7844
C: -2.5772 -0.3876 -4.4670
H: -0.0091 -1.4216 2.3778
H: -3.3058 -0.5334 -5.2229
H: 0.3255 1.7181 3.7259
H: -2.1837 -1.8010 1.5203
H: 2.5991 -2.2420 -0.1404
C: -1.3002 0.1589 -4.6673
C: -0.7925 1.5827 5.5691

Computed properties:
molar mass	360.3	g mol⁻¹
LUMO energy	0.3	eV

Here are the Mulliken charges for atoms 1 to 5, given in e: H 0.510; H 0.423; N -0.735; H 0.486; N 0.193


[7]
Below is 2 unconnected molecules or ions with the total composition C6H13BrCl2NO in a non-equilibrium geometry, with properties calculated with ωB97M-V/def2-TZVPD.

Atoms and positions in Å:
Br: 2.5776 -0.5517 1.2789
H: 5.4339 -1.0302 -0.7416
H: 1.3495 0.8000 -1.9232
H: -2.1650 -2.5622 0.3087
N: -1.6288 0.8875 0.1572
C: -1.9646 -0.3010 0.8838
H: -2.5711 -1.4212 -0.8309
C: 1.4598 0.9388 -0.8061
H: -1.6186 2.8682 0.5367
H: -2.9076 2.2100 1.2758
H: -2.9816 -0.4586 1.4488
H: 0.5092 0.4513 -0.3627
H: -1.2908 1.7409 1.9110
H: -1.1326 -0.2410 1.7651
C: -1.9092 2.0309 1.0847
Cl: 1.8984 2.5717 -0.1988
H: 3.8592 -2.2169 -0.4592
C: 4.3834 -1.5480 -1.0654
H: -2.2588 0.8681 -0.6294
Cl: -0.1872 -1.8856 -0.4693
H: 4.7159 -1.9347 -2.0068
O: 3.4315 -0.5112 -1.2966
C: -1.8978 -1.5653 -0.0287
C: 2.5815 -0.0276 -0.4954

Computed properties:
total charge	+1
molar mass	266.0	g mol⁻¹
LUMO energy	-5.3	eV
energy relative to the best compared isomer or geometry (same formula, charge and spin)	1.1030	eV

Here are the Mulliken charges for atoms 1 to 5, given in e: Br 0.144; H 0.291; H 0.305; H 0.388; N -0.260


[8]
Below is a gas-phase ion, C6H10ClN2 (charge +1) in a non-equilibrium geometry, with properties calculated with ωB97M-V/def2-TZVPD.

Atoms and positions in Å:
H: -2.0969 1.6463 1.7825
N: -1.7876 1.3934 0.8330
H: -0.5547 -3.0332 0.8280
C: 0.7474 -1.9754 -0.4462
N: 1.4727 1.6533 -1.0463
H: -2.2180 -1.2067 0.4996
H: 1.2858 1.6801 -2.0389
H: 2.2528 2.2418 -0.7872
C: 1.4758 0.3873 -0.5032
H: 0.1480 0.6024 1.2693
C: -0.2649 -2.0738 0.4284
H: 1.2577 -2.8719 -0.7693
C: -0.7898 0.2911 0.8590
C: -1.1700 -0.9695 0.6582
H: -2.6110 1.1190 0.2804
H: -1.3485 2.2196 0.4057
Cl: 2.3199 0.3051 1.0342
H: 0.8196 -0.6800 -2.1697
C: 1.0620 -0.7290 -1.1173

Computed properties:
total charge	+1
molar mass	145.6	g mol⁻¹
SMILES	N/C(Cl)=C/C=C\C=C\[NH3+]
LUMO energy	-3.5	eV
energy relative to the best compared isomer or geometry (same formula, charge and spin)	2.1736	eV

Here are the Mulliken charges for atoms 1 to 5, given in e: H 0.366; N -0.252; H 0.409; C -0.532; N -0.486